(1)
DFT (ωB97M-V/def2-TZVPD) results for a molecular structure, C37H35N3O4RuS3Te.

Results
⟨S²⟩ ... 8.781
Kohn-Sham gap (spin up / spin down) ... 0.299 / 0.209 hartree
Multiplicity ... 6
Total charge ... +1

```
84
Properties=species:S:1:pos:R:3:lowdin_charge:R:1
H 3.5932 -0.5558 -1.8218 0.12
C 4.0518 1.2977 -0.8350 -0.46
C -2.0123 -0.3122 -6.8303 0.00
H -0.2695 0.8866 -4.1635 0.01
C -1.8011 0.2735 -5.5840 -0.29
H 5.8896 -0.3172 -3.1025 0.11
C -2.5663 6.1790 2.5592 -0.05
H -4.4380 3.1453 -1.2981 0.04
H -6.1060 1.8169 -5.7347 0.09
H 2.9042 1.1378 4.9287 0.07
H -3.4326 6.8159 -0.6586 0.11
C 0.7458 3.8120 -2.2012 -0.17
N -0.6704 -0.6173 0.7576 -0.04
H 4.3194 3.4784 1.5746 0.09
H -3.5197 -2.0286 -8.6649 0.09
C 3.7808 2.5599 3.5066 -0.16
C -0.4253 0.2052 -4.9984 -0.06
H -4.3522 -0.5996 -9.2747 0.08
C 3.0814 1.7069 1.4692 -0.50
H -1.5738 4.3895 3.2351 0.12
C -1.3333 3.0370 0.9588 -0.61
C -4.1604 0.9663 -5.5788 -0.30
H -5.0659 2.6639 -4.5970 0.07
C -3.0859 6.8512 1.4600 -0.06
C 1.3684 2.5803 -1.8437 -0.17
H -5.2588 0.4384 -7.3267 0.12
C -4.1416 0.5233 -2.1225 -0.44
C -2.4616 5.0325 0.0267 -0.05
C -5.8868 0.2028 -0.5396 -0.03
N -1.4606 -1.3602 -0.1458 0.03
H -3.5328 7.8281 1.5888 0.11
H -6.8437 -1.7100 -0.5685 0.11
H -2.4042 4.5767 -0.9560 0.10
C -3.4427 -0.9468 -8.7880 -0.03
O 1.9862 0.3340 -0.1464 -0.32
H -5.7737 1.1094 -4.1531 0.08
H -0.2351 -0.7949 -4.6037 0.10
H -3.7169 -1.1454 -3.4204 0.10
Te -2.6620 1.6756 -3.0394 1.77
N -1.3659 2.3412 -0.1808 0.01
H 1.5595 1.7703 -2.5371 0.13
C -1.9908 4.9303 2.3961 0.00
C 4.2779 0.2694 -1.7006 -0.10
H 4.2893 3.2359 4.1768 0.11
H 0.2739 3.9978 -3.1548 0.11
C -4.2989 0.3749 -6.8275 0.00
H -2.5989 -0.7515 -9.4493 0.09
H -1.2365 -0.2784 1.5332 0.11
S 1.6862 4.1647 0.1664 1.11
O -1.6420 -2.0269 -2.2985 0.06
C 5.5148 0.4027 -2.3911 -0.17
H 0.4609 5.7460 -1.2166 0.08
H -6.5143 0.5802 0.2584 0.12
H -4.0256 2.4557 0.2659 0.07
H -1.1767 -0.7951 -7.3245 0.13
H 7.1427 1.8783 -2.3877 0.07
S 5.3243 2.4508 -0.8793 1.07
O -0.7918 2.3786 1.8840 0.01
C -3.0315 6.2823 0.1925 -0.06
C 3.0675 1.4783 3.9193 -0.39
C -4.7608 2.4311 -0.5379 -0.07
C -6.0766 -1.0879 -1.0098 -0.05
C -5.2991 -1.5763 -2.0507 -0.05
C -4.3313 -0.7658 -2.6171 -0.13
C -5.3377 1.6753 -4.9776 -0.06
C 2.8050 1.4794 -0.0011 -0.59
C 3.7922 2.6902 2.0927 -0.16
H 0.3175 0.4228 -5.7659 0.09
H -1.6178 -2.3291 0.1004 0.15
H -5.7106 2.7854 -0.1395 0.09
O -0.6961 -0.0471 -1.8597 -0.27
C 6.1843 1.5302 -2.0391 -0.40
C -2.9003 0.8796 -4.9668 -0.39
C -1.2526 -1.1716 -1.5311 -0.73
S 2.3993 0.6136 2.6077 1.07
H -2.6084 6.6304 3.5409 0.11
Ru 0.2198 1.0962 -0.2405 1.44
C 0.8488 4.7392 -1.2145 -0.37
H -5.4393 -2.5817 -2.4227 0.12
H 0.1117 -1.1602 1.1265 0.11
C -3.2477 -0.2833 -7.4573 -0.24
C -1.9486 4.3555 1.1292 -0.18
C -4.9164 1.0415 -1.0811 -0.30
C 1.9305 2.6240 -0.5692 -0.54
```

(2)
DFT (ωB97M-V/def2-TZVPD) results for a molecular structure, C37H35N3O4RuS3Te.

Results
⟨S²⟩ ... 8.778
Kohn-Sham gap (spin up / spin down) ... 0.300 / 0.210 hartree
Multiplicity ... 6
Total charge ... +1

```
84
Properties=species:S:1:pos:R:3:lowdin_charge:R:1
C 3.5751 -4.1793 -5.5156 -0.04
Te 0.4467 -1.6778 -0.5354 1.82
H 1.8934 -5.4258 -3.7840 0.12
N 2.2366 0.6278 2.7556 0.02
H 3.1857 -5.1621 -5.7758 0.08
C 3.5887 -3.4981 1.7517 -0.05
N -0.9353 0.0290 1.0808 -0.08
C 2.9509 -4.0016 2.8760 -0.05
C -0.6802 -3.0836 2.3051 -0.06
H -0.9102 -2.2003 2.9043 0.08
N 1.1532 1.5240 2.9288 -0.04
C -4.5944 -2.1408 0.2215 -0.06
C 0.8032 -3.2040 2.0851 -0.30
H 2.9674 0.6952 3.4503 0.14
H -1.2410 -2.9996 1.3735 0.04
H 2.3074 0.3829 -3.5866 0.09
C 1.4689 -2.7008 0.9564 -0.43
H -2.6883 -1.3491 -0.3828 0.07
H 3.5059 -3.5369 -6.3934 0.09
C 1.3504 -3.8532 -2.4508 -0.30
H -3.4256 0.9336 -2.0902 0.08
C 2.0163 -4.3757 -3.5448 0.00
H -4.7328 -2.7292 -0.6764 0.11
C 1.1080 5.5750 -0.9878 -0.10
H -0.5315 -4.3501 -1.4987 0.07
C -1.4666 4.7295 1.5380 -0.50
C 1.5068 -2.4855 -2.1564 -0.39
H -1.0609 -3.9538 2.8390 0.09
H 0.5407 2.5687 -1.5059 0.13
H 3.5233 -4.5183 3.6357 0.11
H 3.5746 -0.0050 -2.4275 0.10
C -2.6020 1.5006 -1.6818 -0.37
H -0.9045 0.7528 -2.7849 0.11
C -5.5684 -2.1441 1.2125 -0.06
C 2.8462 -2.8503 0.7833 -0.12
H -2.4571 5.4557 4.8304 0.07
C -5.4079 -1.3783 2.3597 -0.05
H 3.6007 -1.6116 -4.6576 0.13
H 1.0964 -4.2757 3.9102 0.12
C -2.0798 0.2081 1.7096 -0.61
H 4.6584 -3.5995 1.6310 0.12
H -6.4617 -2.7421 1.0868 0.11
S -1.2909 6.3934 -1.2968 1.07
C -0.5881 4.2461 0.4036 -0.57
H 1.9644 5.0224 -0.6283 0.12
C 2.9688 -2.2410 -4.0394 0.00
H 2.0741 6.9829 -2.4000 0.11
C 2.8369 -3.5862 -4.3492 -0.24
C 2.5329 -0.1967 -2.6900 -0.05
H -4.1332 0.0079 3.4066 0.12
H 1.9398 0.1876 -1.8598 0.00
C -4.2704 -0.6039 2.5245 0.00
Ru 0.0994 1.8046 1.0573 1.45
H 0.8944 -4.8868 -0.6072 0.08
C -2.3396 5.2995 3.7698 -0.39
H 4.6343 -4.2909 -5.2750 0.09
H 1.4684 2.4449 3.2360 0.11
O -1.9951 1.1807 2.5171 0.00
H -3.2879 5.3986 0.5785 0.09
C -3.4507 -1.3769 0.3854 -0.06
C -0.1592 5.3355 -0.5511 -0.46
C 1.5810 -3.8595 3.0348 -0.03
S -2.9078 2.6578 -0.4538 1.11
C -2.7303 5.2405 1.4918 -0.16
S -0.8812 4.6605 3.1483 1.07
H -4.2113 5.9897 2.9599 0.11
C -3.2316 5.5703 2.7817 -0.16
C 1.1621 6.6283 -1.9417 -0.17
C 2.3157 -1.6667 -2.9537 -0.29
C -1.2306 3.0623 -0.3553 -0.54
H 0.3896 -5.7371 -2.0637 0.09
O 0.5798 3.6311 0.9417 -0.32
C -0.0623 7.1489 -2.2157 -0.40
O 1.8725 0.6680 0.4885 -0.25
C -0.4852 2.3187 -1.2689 -0.17
C 0.4803 -4.7524 -1.6088 -0.06
H 3.3362 -2.4444 -0.0909 0.11
H -6.1738 -1.3828 3.1237 0.11
C -1.2903 1.4085 -2.0166 -0.18
C -3.2881 -0.6129 1.5398 -0.17
H -0.3075 7.9521 -2.8918 0.07
H 0.5046 1.1590 3.6233 0.11
O 3.8124 -0.0999 1.3147 0.07
C 2.7108 0.3877 1.4418 -0.72
```

(1) is the most stable structure; the next one sits 21.0 kJ/mol above it.

(1)
DFT (ωB97M-V/def2-TZVPD) results for a molecular structure, C4H3N2O2S.

Results
Kohn-Sham gap ... 0.290 hartree
Total charge ... -1

```
12
Properties=species:S:1:pos:R:3:lowdin_charge:R:1
O 2.8896 1.9580 0.2436 0.10
N 2.1889 -0.2869 0.3083 0.21
C 2.4424 0.8698 0.2846 -0.37
C -3.1926 0.4034 -0.0263 -0.07
H -3.9123 0.1389 0.6543 -0.05
O 1.7891 -2.5368 -0.0740 -0.01
H -0.6145 -1.2816 -0.7428 0.09
C -2.1241 1.0019 0.0178 -0.80
H -0.2098 0.2200 -0.0729 -0.09
S -0.7079 1.8265 -0.3699 0.52
C 1.3317 -1.3846 -0.0693 -0.62
N 0.1194 -0.9286 -0.1532 0.09
```

(2)
DFT (ωB97M-V/def2-TZVPD) results for a gas-phase ion, C4H3N2O2S (charge -1).

Results
SMILES ... N#CC=C=C[S@@](=N)(=O)[O-]
Kohn-Sham gap ... 0.321 hartree
Total charge ... -1

```
12
Properties=species:S:1:pos:R:3:lowdin_charge:R:1
H -0.7848 2.1650 0.5027 0.13
H 0.1717 -0.2244 -2.2512 -0.01
H 1.1534 -1.2417 1.9032 0.07
S 1.4168 -0.7109 -0.5276 0.46
C -0.3479 0.0994 1.0844 -0.14
C 0.5971 -0.7670 1.1422 -0.10
C -2.3452 0.9352 0.1485 -0.27
O 2.7119 -0.2885 -0.0261 -0.39
N -3.4633 0.7907 -0.1582 0.10
N 0.6151 0.2864 -1.4799 -0.24
O 1.2947 -2.1203 -0.9401 -0.43
C -1.0194 1.0761 0.6020 -0.18
```

(1) is the most stable structure; the next one sits 159.0 kJ/mol above it.

(1)
DFT (ωB97M-V/def2-TZVPD) results for a gas-phase ion, C4H10NS (charge -1).

Results
SMILES ... CCNCC[S-]
Kohn-Sham gap ... 0.217 hartree
Total charge ... -1

```
16
Properties=species:S:1:pos:R:3:lowdin_charge:R:1
H 2.7690 -1.5231 2.4424 0.07
H -0.8460 -0.8517 -1.6226 0.03
C -0.9513 0.0259 -0.9768 -0.83
S -1.7177 1.4637 -1.7786 0.06
H 0.3864 1.3038 0.1818 0.08
C 0.4402 0.4091 -0.4377 -0.38
H 0.6130 -1.5344 -0.0697 0.07
H 1.3220 -1.7427 3.4769 0.07
H -1.6265 -0.3857 -0.1671 0.04
C 0.9163 -0.6466 1.6930 -0.32
H 1.5252 -2.6056 1.8993 0.07
H -0.1511 -0.7864 1.9069 0.10
H 1.1489 0.4116 1.8185 0.10
H 1.0136 0.7318 -1.3221 0.08
N 1.1714 -0.7205 0.1942 -0.09
C 1.6818 -1.6643 2.4449 -0.13
```

(2)
DFT (ωB97M-V/def2-TZVPD) results for a molecular structure, C4H10NS.

Results
Kohn-Sham gap ... 0.224 hartree
Total charge ... -1

```
16
Properties=species:S:1:pos:R:3:lowdin_charge:R:1
H 1.2164 -1.0334 -2.5596 0.06
H 0.0199 1.5235 0.2776 0.10
H 1.6540 0.7055 -0.0729 -0.03
C 0.6521 0.7429 0.7079 -0.12
N 1.7454 -0.3066 -0.5151 -0.08
H -1.4830 -1.3045 -0.3044 0.04
H -1.9767 0.3885 -0.1477 0.02
H 0.0134 -1.1954 1.5221 0.10
C -1.6783 -0.5058 0.4171 -0.81
C -0.4199 -0.2308 1.2486 -0.36
C 1.2407 -0.1605 -1.9148 -0.21
S -3.1367 -0.8059 1.4995 0.05
H -0.7664 0.2382 2.1766 0.06
H 0.2790 -0.0190 -1.4042 0.04
H 1.1600 1.2122 1.5563 0.10
H 1.4802 0.7508 -2.4869 0.05
```

(1) is the most stable structure; the next one sits 454.0 kJ/mol above it.

(1)
DFT (ωB97M-V/def2-TZVPD) results for 2 unconnected molecules or ions with the total composition C14H16O.

Results
⟨S²⟩ ... 0.767
Kohn-Sham gap (spin up / spin down) ... 0.313 / 0.181 hartree
Multiplicity ... 2
Total charge ... +1

```
31
Properties=species:S:1:pos:R:3:lowdin_charge:R:1
C 1.1235 -1.0406 1.1822 -0.25
H -1.4505 0.7184 -2.4163 0.11
H 1.0438 -2.0444 -3.5242 0.11
H -0.2742 3.5246 2.0553 0.08
H -1.8777 1.7520 2.3774 0.12
C 1.5436 -1.8594 -1.3886 -0.17
C -1.6443 0.9677 -1.3726 -0.12
H 0.9675 0.2117 -1.9081 0.13
C 1.3694 -2.4381 0.9540 0.06
C -2.2111 0.0370 -0.5275 -0.10
C 1.2310 -0.5049 -1.1401 0.02
C -2.2720 0.3156 0.8414 -0.09
H -1.3279 4.5570 1.1698 0.09
H -0.9561 2.9350 -1.6565 0.12
H 2.6881 -1.7925 -3.1112 0.12
C -1.2445 2.4837 0.4561 -0.28
C -0.6430 3.7286 1.0455 -0.04
C 1.7171 -2.7770 -0.3070 0.02
H 1.3632 -3.0427 1.8529 0.14
C -1.7936 1.5190 1.3171 -0.06
H 1.9753 -3.3840 -2.8298 0.09
H -2.8967 -0.3218 1.4450 0.10
H 1.1383 0.9644 0.4259 0.14
H -2.5110 -0.9382 -0.8776 0.10
H 0.5300 -1.2775 2.9745 0.17
C 1.7823 -2.3168 -2.7739 -0.01
O 0.9247 -0.5925 2.3956 0.18
C 1.2072 -0.0782 0.1531 0.06
C -1.2877 2.2282 -0.9006 -0.05
H 2.2211 -3.6947 -0.5292 0.13
H 0.2406 4.0499 0.5106 0.08
```

(2)
DFT (ωB97M-V/def2-TZVPD) results for 2 unconnected molecules or ions with the total composition C14H16O.

Results
⟨S²⟩ ... 0.768
Kohn-Sham gap (spin up / spin down) ... 0.296 / 0.169 hartree
Multiplicity ... 2
Total charge ... +1

```
31
Properties=species:S:1:pos:R:3:lowdin_charge:R:1
C 1.4658 1.1059 -2.6031 0.00
C -1.0931 -2.5298 1.7084 -0.05
C 2.5514 -0.0814 1.5513 -0.07
C -0.2535 0.2817 -1.0243 0.00
H -1.3777 -2.6596 0.6449 0.08
H -1.8616 -0.6392 -0.0460 0.11
C -0.6637 2.4822 -2.0446 0.03
H -0.3414 3.3903 -2.5423 0.13
H -1.9210 -2.2089 2.3338 0.08
H 2.2103 0.5429 -2.0060 0.10
C 1.2975 0.4675 1.9126 -0.10
H 3.3903 0.5803 1.5293 0.10
C -1.9873 2.4165 -1.6403 0.07
H -4.1291 0.6257 -0.1118 0.17
H 1.9016 2.0886 -2.7819 0.10
H -0.7435 0.0212 2.3213 0.12
C -1.5054 0.2458 -0.5437 0.05
H 1.2574 0.5459 -3.5000 0.11
H 0.6084 -0.3171 -0.7422 0.12
O -3.7399 1.1169 -0.8517 0.18
C 0.2334 -0.3695 1.9793 -0.12
C -2.4582 1.1898 -1.0744 -0.22
H -0.8365 -3.5675 1.9894 0.09
H -2.5734 3.2633 -1.9464 0.14
C 0.1885 -1.7509 1.6835 -0.30
H 1.5561 -3.3442 1.0502 0.12
C 2.5264 -1.4698 1.5686 -0.08
C 0.1859 1.3625 -1.8478 -0.16
H 3.4505 -2.0319 1.7606 0.11
C 1.4131 -2.3020 1.3250 -0.04
H 1.2486 1.5448 1.9487 0.11
```

(1) is the most stable structure; the next one sits 115.6 kJ/mol above it.

(1)
DFT (ωB97M-V/def2-TZVPD) results for a single C2HO2P molecule.

Results
Kohn-Sham gap (spin up / spin down) ... 0.258 / 0.258 hartree
Total charge ... 0

```
6
Properties=species:S:1:pos:R:3:lowdin_charge:R:1
C 0.4181 0.3829 -0.1038 -0.24
P -2.2437 0.8524 0.0406 0.73
C 0.8313 -0.8408 0.0781 -0.17
O 1.0779 -1.9269 0.3579 0.22
H 0.6732 0.9640 -0.9848 0.11
O -0.7569 0.5684 0.6121 -0.65
```

(2)
DFT (ωB97M-V/def2-TZVPD) results for a molecular structure, C2HO2P.

Results
Kohn-Sham gap ... 0.327 hartree
Total charge ... 0

```
6
Properties=species:S:1:pos:R:3:lowdin_charge:R:1
O 1.0215 -0.7052 3.5458 0.21
P 1.2135 0.4918 -0.2911 0.84
C 0.0157 -0.8659 3.0256 -0.45
O -0.9991 -0.9646 2.4535 0.17
H 1.7622 0.9882 -1.8125 -0.27
C 2.4515 1.0265 -1.1120 -0.50
```

(2) is the most stable structure; the next one sits 29.2 kJ/mol above it.

(1)
DFT (ωB97M-V/def2-TZVPD) results for a single C2HCl2FS molecule.

Results
SMILES ... FC(Cl)(Cl)C=S
Kohn-Sham gap ... 0.313 hartree
Total charge ... 0

```
7
Properties=species:S:1:pos:R:3:lowdin_charge:R:1
C 0.5618 0.2918 -0.0003 -1.38
Cl 0.5487 1.9028 -0.5672 0.69
C -0.8916 -0.4310 0.1192 -0.68
Cl 1.5962 -0.6839 -0.9866 0.69
F 1.1017 0.1986 1.2757 -0.10
H -0.6204 -1.3647 0.6587 0.07
S -2.2964 0.0864 -0.4995 0.72
```

(2)
DFT (ωB97M-V/def2-TZVPD) results for a single C2HCl2FS molecule.

Results
SMILES ... FC(Cl)(Cl)C=S
Kohn-Sham gap ... 0.298 hartree
Total charge ... 0

```
7
Properties=species:S:1:pos:R:3:lowdin_charge:R:1
S 2.2334 -0.0336 -0.6238 0.67
H 0.8290 -0.7240 1.4231 0.07
Cl -1.2934 -1.0348 -1.1844 0.58
F -1.5474 0.1466 0.9548 -0.18
Cl -0.6151 1.7122 -0.8845 0.70
C -0.5127 0.2115 -0.0994 -1.26
C 0.9062 -0.2779 0.4142 -0.58
```

(1) is the most stable structure; the next one sits 56.2 kJ/mol above it.